(1)
Here is a structure of composition C4H10NO2 in a non-equilibrium geometry from OMol25. Energies are from the ωB97M-V functional and the def2-TZVPD basis.

```
! wB97M-V def2-TZVPD RIJCOSX def2/J DEFGRID3
* xyz -1 1
C 0.2140 0.1021 -0.2688
C 0.5511 0.2783 1.1644
C 0.5337 1.8060 1.7483
O 1.0390 1.8829 3.0146
N -1.0499 -0.6397 -0.6247
C -0.3459 -1.7069 -2.0453
O -1.2093 -1.8082 -2.9375
H 1.0071 -0.4390 -0.7746
H 0.3011 1.1555 -0.8145
H 1.5717 -0.0877 1.5780
H -0.1436 -0.3903 1.6402
H -0.5021 1.9024 1.4548
H 0.9305 2.6203 1.0638
H -1.4313 -0.9194 0.3481
H -1.8421 -0.0631 -0.8300
H -0.0988 -2.5352 -1.3053
H 0.4749 -1.1580 -2.4116
*
```


(2)
Here is the ion C4H10NO2 with charge -1 in a non-equilibrium geometry from OMol25. Energies are from the ωB97M-V functional and the def2-TZVPD basis.

Computed properties:
Structure (SMILES): N[C@H](CO)CC[O-]

```
! wB97M-V def2-TZVPD RIJCOSX def2/J DEFGRID3
* xyz -1 1
N 1.3909 0.2728 0.1952
C -0.0515 0.3112 0.2533
C -0.5261 0.3238 1.6967
O 0.1093 1.2883 2.5414
C -0.9206 -0.7310 -0.5434
C -0.6348 -0.7548 -2.0804
O 0.6675 -0.7197 -2.3656
H 1.5574 0.1632 -0.8286
H 1.6859 -0.6791 0.4697
H -0.3373 1.2715 -0.2313
H -0.4442 -0.6329 2.2153
H -1.5761 0.5979 1.8812
H 0.7986 1.7932 2.0853
H -0.4650 -1.6513 -0.1689
H -1.9942 -0.6200 -0.2759
H -1.0170 -1.8474 -2.3466
H -1.3641 -0.0475 -2.5381
*
```


(3)
Here is the molecule C4H10NO2 in a non-equilibrium geometry from OMol25. Energies are from the ωB97M-V functional and the def2-TZVPD basis.

```
! wB97M-V def2-TZVPD RIJCOSX def2/J DEFGRID3
* xyz 0 2
C 0.2508 -1.8068 -0.2598
C -0.1859 -0.3888 0.0834
C -0.3299 0.5029 -1.1456
O -1.0607 -0.1781 -2.1742
N 0.6241 0.1402 1.1792
C 0.0899 1.3918 1.7249
O 0.7414 2.5146 1.4113
H 1.0959 -1.8180 -0.9494
H 0.5677 -2.2993 0.6516
H -0.5439 -2.3372 -0.7724
H -1.2164 -0.5210 0.4386
H 0.6498 0.7818 -1.5466
H -0.8659 1.4248 -0.9471
H -0.4024 -0.6153 -2.7242
H 1.5088 0.4138 0.7421
H 0.0532 1.3272 2.8339
H -0.9766 1.4677 1.4544
*
```


(4)
Here is the molecule C4H10NO2 in a non-equilibrium geometry from OMol25. Energies are from the ωB97M-V functional and the def2-TZVPD basis.

```
! wB97M-V def2-TZVPD RIJCOSX def2/J DEFGRID3
* xyz 0 2
O 1.2128 -0.0258 1.9539
C 1.0842 1.0844 1.0880
C 0.2031 0.6997 -0.0775
N 0.4656 -0.8105 -0.4200
C -0.4790 -1.3698 -1.4628
C -1.2746 0.8536 0.2760
O 1.8507 2.0764 1.0973
H 1.7892 0.1776 2.6623
H 0.4728 1.4486 -0.8348
H 0.2648 -1.2539 0.4706
H 1.4422 -0.9802 -0.6607
H 0.1483 -1.8453 -2.2161
H -0.9640 -0.5976 -2.0495
H -1.1850 -2.0845 -1.0591
H -1.9843 0.6184 -0.5210
H -1.5716 0.1660 1.0841
H -1.4751 1.8429 0.6694
*
```


(5)
Here is the ion C4H10NO2 with charge +1 in a non-equilibrium geometry from OMol25. Energies are from the ωB97M-V functional and the def2-TZVPD basis.

Computed properties:
Structure (SMILES): [NH3+][C@@H](CO)CC=O

```
! wB97M-V def2-TZVPD RIJCOSX def2/J DEFGRID3
* xyz 1 1
N -0.0188 1.2159 -0.9014
C -0.2718 0.3897 0.3825
C -1.1871 -0.6720 -0.1082
O -2.4609 -0.1296 -0.5268
C 0.8986 -0.0752 1.1621
C 2.0515 -0.7302 0.2241
O 1.9010 -1.6433 -0.5067
H 0.9134 1.7526 -0.7396
H 0.0229 0.6454 -1.7944
H -0.7802 1.8031 -1.0553
H -0.8215 1.1467 0.9763
H -0.5628 -1.0483 -0.8640
H -1.2803 -1.5875 0.6393
H -3.0957 -0.9030 -0.7942
H 0.5746 -0.8357 1.9080
H 1.2204 0.6860 1.8896
H 2.8966 -0.0146 0.1086
*
```


(6)
Here is a cluster of 2 separate species, C4H10NO2P in total in a non-equilibrium geometry from OMol25. Energies are from the ωB97M-V functional and the def2-TZVPD basis.

```
! wB97M-V def2-TZVPD RIJCOSX def2/J DEFGRID3
* xyz 0 1
C 3.2775 0.5196 0.8582
C -2.1990 -1.2078 0.8509
C -0.2894 1.7333 -1.6573
C -0.8830 -1.7611 0.3386
N 2.9750 -0.2884 -0.0117
O -0.0055 0.8643 1.1344
O -0.4069 0.3973 -1.2563
P 0.1538 -0.1851 0.1301
H 4.4763 0.6824 0.8454
H 2.6663 1.1458 1.4990
H -3.0326 -1.9086 0.7263
H -2.1635 -0.9551 1.8822
H -2.4884 -0.3475 0.1813
H -0.1375 2.3584 -0.7734
H -1.1580 1.7886 -2.3028
H 0.6228 1.8004 -2.2883
H -0.8829 -1.9298 -0.8713
H -0.5249 -2.7067 0.7145
*
```


(7)
Here is a cluster of 2 separate species, C4H10NO2S in total in a non-equilibrium geometry from OMol25. Energies are from the ωB97M-V functional and the def2-TZVPD basis.

```
! wB97M-V def2-TZVPD RIJCOSX def2/J DEFGRID3
* xyz 1 1
C 1.5983 -0.9313 0.4069
C 1.9017 0.5981 0.8010
C -0.0254 0.2888 -0.9056
C -2.1774 0.3028 0.4926
N 0.9142 -0.7737 -0.9234
O -2.6190 -0.9121 0.3586
O -2.8263 1.2786 -0.0925
S 0.6160 1.6904 -0.0703
H 2.6069 -1.5183 0.2574
H 1.0363 -1.5739 1.2348
H 1.8121 0.7610 1.9282
H 2.8681 0.9727 0.4792
H -0.3983 0.4863 -1.9895
H -1.8001 0.4370 1.5841
H 1.6822 -0.6427 -1.6410
H 0.4641 -1.5624 -1.2087
H -3.0792 -1.1093 -0.4954
H -2.5743 2.2082 -0.2164
*
```


(8)
Here is a cluster of 2 separate species, C4H10NO3 in total from OMol25. Energies are from the ωB97M-V functional and the def2-TZVPD basis.

```
! wB97M-V def2-TZVPD RIJCOSX def2/J DEFGRID3
* xyz -1 1
C 0.3853 0.0333 0.9105
N -0.1873 0.3342 -0.2557
C 0.5806 0.3731 -1.4783
C -1.6191 0.6802 -0.3182
C -2.5461 -0.4693 -0.8140
O -3.6969 -0.0045 -1.2737
O 1.5864 -0.1564 1.0970
H -0.3594 -0.0355 1.7135
H 1.6160 0.1427 -1.2478
H 0.2193 -0.3921 -2.1596
H 0.4989 1.3592 -1.9388
H -1.9223 0.9996 0.6749
H -1.7421 1.4507 -1.0766
H -2.5942 -1.2105 0.0450
H -1.9120 -1.0797 -1.5239
H 3.7716 0.0846 2.5989
H 3.6749 -1.3697 2.2903
O 4.2465 -0.7399 2.7563
*
```


Record order is preserved below.
E_tot: -9891.795, -9894.448, -9892.551, -9891.686, -9886.669, -19180.954, -20719.763, -11942.885 eV